Density functional theory data (ωB97M-V/def2-TZVPD) for a gas-phase ion, C4H8NOS (charge +1) in a non-equilibrium geometry.

Computed properties:
E_LUMO (eV): -3.848
E_tot (eV): -18642.6730
Energy relative to the best compared isomer or geometry (same formula, charge and spin) (eV): 0.5745
SMILES: C[C@@]1(S)[NH2+]CC1=O
Net charge: +1
HOMO level (eV): -14.59
Kohn-Sham gap (eV): 10.7447

```
15
Properties=species:S:1:pos:R:3:forces:R:3
C 0.11138 -1.01764 0.94814 0.0 0.4 -0.1
C -0.49269 0.15765 1.69908 -0.4 -0.4 1.0
C 0.43547 -0.17538 -0.31135 0.1 1.0 0.1
C -0.33351 -0.50192 -1.55243 -0.1 -0.2 -0.2
N -0.33342 1.08275 0.54959 0.3 -0.5 -0.7
O 0.27940 -2.15878 1.18051 0.0 -0.1 0.0
S 2.15477 0.18469 -0.51176 0.1 -0.2 0.1
H -1.52599 0.01730 2.01945 0.1 0.1 -0.1
H 0.10732 0.44674 2.56391 0.0 0.1 -0.1
H -0.28856 0.31051 -2.27539 0.0 0.0 0.0
H -1.37268 -0.73818 -1.33261 -0.1 0.0 0.0
H 0.11471 -1.38911 -2.00247 0.0 0.0 0.0
H -1.21009 1.38138 0.11710 0.1 -0.1 0.1
H 0.25836 1.90019 0.72019 0.0 -0.3 -0.1
H 2.09554 0.49981 -1.81196 -0.1 0.1 -0.1
```
Forces are in eV/Å.

=====

Density functional theory data (ωB97M-V/def2-TZVPD) for 2 unconnected molecules or ions with the total composition C4H8NS in a non-equilibrium geometry.

Computed properties:
E_LUMO (spin up / spin down) (eV): -4.176 / -5.811
E_tot (eV): -16587.6501
Energy relative to the best compared isomer or geometry (same formula, charge and spin) (eV): 7.7564
Net charge: +1
HOMO level (spin up / spin down) (eV): -14.22 / -12.45
Kohn-Sham gap (spin up / spin down) (eV): 10.0455 / 6.6422

```
14
Properties=species:S:1:pos:R:3:forces:R:3
C -0.42248 1.02620 -0.79219 -1.3 2.1 2.3
C 1.32077 2.97858 1.19956 0.6 -0.9 0.3
C 0.99986 -0.72808 0.43538 -1.2 -0.7 3.3
C -1.42899 0.16275 -0.12977 0.0 -1.0 0.5
N -0.04683 -0.30777 -0.52989 1.8 -0.1 -0.8
S 0.28667 4.06338 0.64081 -1.7 -0.7 -0.5
H 1.29993 -1.70853 0.18972 0.1 -1.2 -0.5
H 1.90628 -0.20328 0.68502 0.1 1.3 -1.2
H 0.54650 -0.80446 1.49863 0.2 0.1 -1.9
H -2.21803 -0.32754 -0.70292 0.2 0.3 -0.1
H -1.61132 0.02291 0.99879 0.6 0.9 -1.8
H 0.08608 1.91535 -0.37332 -0.1 -0.8 -0.6
H 0.09183 -0.63601 -1.49364 -0.3 -1.2 0.6
H 0.91107 5.18459 0.76850 1.0 1.9 0.3
```
Forces are in eV/Å.

=====

Density functional theory data (ωB97M-V/def2-TZVPD) for a molecular structure, C4H8NS in a non-equilibrium geometry.

Computed properties:
E_LUMO (eV): -3.790
E_tot (eV): -16593.2473
Energy relative to the best compared isomer or geometry (same formula, charge and spin) (eV): 2.1593
Net charge: +1
HOMO level (eV): -12.93
Kohn-Sham gap (eV): 9.1437

```
14
Properties=species:S:1:pos:R:3:forces:R:3
C 1.56268 0.03547 -0.11749 -2.7 1.9 0.3
C 2.75986 -0.31599 0.30690 0.5 0.2 1.2
C 0.25385 -0.35700 -0.81114 -1.7 -1.0 0.5
C -0.85465 0.89263 -0.55102 5.7 -1.6 -2.8
N -1.77170 0.57627 0.49833 0.5 2.0 1.2
S 0.79298 1.70274 0.06574 -1.0 0.4 0.7
H 3.35675 -1.17591 0.01756 -0.7 -0.3 0.0
H 3.23865 0.25820 1.14700 -0.4 0.0 -1.4
H 0.42468 -0.43474 -1.81993 0.3 0.3 -2.7
H -0.19476 -1.34600 -0.64118 0.2 0.1 0.7
H -1.37309 1.34331 -1.44340 0.9 -0.6 1.0
H -2.38252 -0.19471 0.43686 -0.7 -1.7 -0.6
H -2.36514 1.40928 0.52769 -0.1 0.0 1.2
H -1.10844 0.47321 1.27596 -0.9 0.2 0.8
```
Forces are in eV/Å.

=====

Density functional theory data (ωB97M-V/def2-TZVPD) for 2 unconnected molecules or ions with the total composition C4H8NS in a non-equilibrium geometry.

Computed properties:
E_LUMO (spin up / spin down) (eV): -5.988 / -5.379
E_tot (eV): -16589.4858
Energy relative to the best compared isomer or geometry (same formula, charge and spin) (eV): 5.9208
Net charge: +1
HOMO level (spin up / spin down) (eV): -13.02 / -12.62
Kohn-Sham gap (spin up / spin down) (eV): 7.0282 / 7.2457

```
14
Properties=species:S:1:pos:R:3:forces:R:3
C 0.49691 0.44682 -1.63779 0.4 -0.9 -0.4
C -1.43674 -3.45443 0.70501 2.9 0.5 1.3
C 0.33857 0.29691 0.74303 1.1 -0.6 1.6
C -0.57590 2.10101 -0.31697 -1.0 1.7 -0.9
N 0.26713 0.96221 -0.48624 1.1 -1.8 1.2
S -0.21809 -2.35742 1.02558 -1.1 -1.4 -0.6
H 0.15384 0.89264 -2.54724 -0.3 0.5 -0.2
H 0.95440 -0.52855 -1.70670 0.3 0.0 0.2
H -1.14773 -4.55087 0.95181 -1.2 1.9 -0.6
H -2.37989 -3.03838 0.38429 -0.3 -0.7 -0.2
H 1.31885 0.03856 1.34393 -1.5 0.6 -1.9
H -0.13963 2.90396 0.27636 -0.1 -0.6 0.7
H -1.53150 1.67102 -0.02709 -0.1 0.8 0.4
H -0.66327 2.58237 -1.27572 -0.3 0.0 -0.6
```
Forces are in eV/Å.

=====

Density functional theory data (ωB97M-V/def2-TZVPD) for 2 unconnected molecules or ions with the total composition C4H8NS in a non-equilibrium geometry.

Computed properties:
E_LUMO (eV): -5.047
E_tot (eV): -16592.6531
Energy relative to the best compared isomer or geometry (same formula, charge and spin) (eV): 2.7535
Net charge: +1
HOMO level (eV): -14.10
Kohn-Sham gap (eV): 9.0540

```
14
Properties=species:S:1:pos:R:3:forces:R:3
C -1.86054 -1.15018 0.92087 3.8 0.2 1.3
C -0.64342 -0.91025 1.00699 -5.5 -0.8 -1.0
C -0.50862 2.10296 0.44231 0.8 -1.4 -0.2
C 0.65144 -0.47555 0.91391 2.1 0.4 -0.8
N 1.27957 -1.06857 -0.89718 1.7 0.6 -0.7
S 1.08899 1.18909 0.90934 -0.3 0.6 -0.2
H -2.74481 -1.62894 1.27786 -0.5 0.1 -0.5
H -0.29080 2.96577 -0.27526 -0.3 -1.3 1.3
H -0.82414 2.32440 1.47221 -0.5 0.6 -0.9
H -1.12324 1.27011 -0.01238 0.3 1.4 0.4
H 1.33299 -1.14093 1.44125 0.3 0.4 -0.1
H 0.52025 -1.20464 -1.56697 -0.2 0.9 0.0
H 1.70100 -2.01663 -0.97843 0.4 0.9 0.5
H 2.00807 -0.27312 -1.22390 -2.3 -2.5 0.8
```
Forces are in eV/Å.

=====

Density functional theory data (ωB97M-V/def2-TZVPD) for a gas-phase ion, C4H8NS (charge +1) in a non-equilibrium geometry.

Computed properties:
E_LUMO (eV): -3.823
E_tot (eV): -16593.9396
Energy relative to the best compared isomer or geometry (same formula, charge and spin) (eV): 1.4670
SMILES: [NH3+][C@]12CC[C@H]1S2
Net charge: +1
HOMO level (eV): -13.61
Kohn-Sham gap (eV): 9.7891

```
14
Properties=species:S:1:pos:R:3:forces:R:3
C -0.05367 -1.62404 0.10304 -1.1 -1.5 -1.0
C 0.19068 -0.45954 1.02822 2.4 0.3 3.5
C -0.37028 -0.64742 -1.04379 -0.8 -0.5 -0.7
C -0.29541 0.45563 -0.05274 0.3 0.8 0.1
N 0.36021 1.81905 -0.22359 -0.3 -0.3 0.6
S -2.00026 0.21816 -0.61830 1.4 0.0 0.0
H 0.68189 -2.38961 -0.15582 0.5 0.6 0.4
H -0.94731 -2.18547 0.34545 -0.2 -0.1 0.2
H -0.20142 -0.41364 2.10590 -0.3 -0.2 -1.9
H 1.31792 -0.34296 1.28313 -1.5 0.0 -1.0
H -0.18638 -0.86243 -2.13066 0.1 0.9 1.2
H -0.08526 2.55065 0.33806 -1.3 0.1 -0.9
H 0.32816 1.92259 -1.25338 0.5 1.1 0.7
H 1.26114 1.95901 0.27448 0.4 -1.2 -1.3
```
Forces are in eV/Å.

=====

Density functional theory data (ωB97M-V/def2-TZVPD) for 2 unconnected molecules or ions with the total composition C4H8NS2 in a non-equilibrium geometry.

Computed properties:
E_LUMO (spin up / spin down) (eV): -4.430 / -4.428
E_tot (eV): -27427.0058
Energy relative to the best compared isomer or geometry (same formula, charge and spin) (eV): 4.0235
Net charge: +1
HOMO level (spin up / spin down) (eV): -12.74 / -12.74
Kohn-Sham gap (spin up / spin down) (eV): 8.3113 / 8.3134

```
15
Properties=species:S:1:pos:R:3:forces:R:3
C 1.02872 1.19214 1.19629 -0.3 2.7 -2.9
C 1.03166 2.12910 0.22539 -2.5 -1.3 0.1
C -0.87104 0.35212 -0.16172 1.0 -3.2 -0.9
C -0.18507 -1.50190 -1.35241 -2.1 2.6 1.1
N -0.02312 0.23370 1.12283 -0.4 -1.8 0.5
S -0.42762 1.94137 -0.88249 1.0 -0.5 0.9
S -2.59029 0.23295 0.33863 0.1 2.0 0.5
H 1.64641 0.97357 1.97938 1.9 0.2 1.8
H 1.52544 3.06189 0.00976 0.8 -0.3 0.5
H -1.23021 -1.95016 -1.54123 2.0 0.8 0.0
H 0.49149 -2.13277 -0.73099 -0.5 0.8 -0.5
H 0.24591 -0.74746 -2.05777 -0.4 -1.5 0.3
H 0.54859 -0.68745 1.26428 -2.3 1.4 -0.4
H -0.76212 0.39338 1.87172 1.2 -0.6 -0.3
H -3.12661 -0.86469 -0.11107 0.3 -1.3 -0.7
```
Forces are in eV/Å.

=====

Density functional theory data (ωB97M-V/def2-TZVPD) for a molecular structure, C4H8NaO3 in a non-equilibrium geometry.

Computed properties:
E_LUMO (spin up / spin down) (eV): 0.040 / 0.038
Multiplicity: 2
E_tot (eV): -14834.8302
Energy relative to the best compared isomer or geometry (same formula, charge and spin) (eV): 0.0000
Net charge: 0
HOMO level (spin up / spin down) (eV): -6.94 / -8.29
Kohn-Sham gap (spin up / spin down) (eV): 6.9824 / 8.3275

```
16
Properties=species:S:1:pos:R:3:forces:R:3
C -2.68426 -1.89555 0.19699 0.3 -0.1 -0.5
C -2.23711 -1.11250 1.80104 0.4 0.3 0.2
O -0.97134 -1.30199 1.95812 -0.2 0.1 0.1
O -1.85023 -1.45071 -0.68272 -0.2 -0.1 0.1
H -3.74531 -1.58299 0.11957 0.2 0.0 0.0
H -2.56425 -2.94589 0.53049 -0.1 0.2 0.0
H -2.93548 -1.64682 2.47711 0.1 0.1 -0.1
Na 0.26437 -1.17322 0.06773 -0.3 0.2 0.2
O 2.27709 0.28524 -0.41433 0.1 0.5 -0.1
C 3.00804 1.21003 -0.71738 0.2 -1.1 -0.1
C 2.58491 2.42580 -1.45596 -0.6 0.4 -0.1
H 4.09444 1.11693 -0.51069 -0.2 0.0 0.2
H -2.57756 -0.07784 1.55555 0.1 -0.4 0.1
H 3.41758 3.11991 -1.61074 -0.3 -0.2 0.0
H 1.76939 2.90923 -0.89372 0.3 0.0 -0.2
H 2.14971 2.12038 -2.42106 0.2 0.1 0.3
```
Forces are in eV/Å.

=====

Density functional theory data (ωB97M-V/def2-TZVPD) for a single C4H8O molecule in a non-equilibrium geometry.

Computed properties:
E_LUMO (eV): 1.062
E_tot (eV): -6323.2401
Energy relative to the best compared isomer or geometry (same formula, charge and spin) (eV): 1.9278
SMILES: CC(C)C=O
Net charge: 0
HOMO level (eV): -9.40
Kohn-Sham gap (eV): 10.4633

```
13
Properties=species:S:1:pos:R:3:forces:R:3
C -1.46241 0.20156 0.27622 0.4 0.6 0.1
C -0.10608 0.12007 -0.46074 1.2 1.9 0.6
C 0.60931 -1.16220 -0.13654 -1.1 -0.9 -0.6
C 1.06597 1.30189 0.07825 0.1 -1.5 0.2
O 1.99248 0.69947 0.56133 0.4 0.6 0.2
H -2.29016 -0.48887 0.00804 0.9 0.2 -0.3
H -1.28726 0.06388 1.34864 -0.1 0.1 -0.1
H -1.82038 1.21077 0.10235 -0.4 0.2 0.2
H -0.25055 0.11329 -1.56071 0.1 0.7 0.5
H 1.54104 -1.35965 -0.68236 -0.4 0.2 0.2
H -0.22546 -1.71785 -0.58542 0.6 -1.5 0.4
H 0.72414 -1.39821 0.93222 -0.1 0.2 -0.5
H 1.27357 2.43029 0.15413 -1.6 -0.9 -0.8
```
Forces are in eV/Å.

=====

Density functional theory data (ωB97M-V/def2-TZVPD) for a single C4H8O molecule in a non-equilibrium geometry.

Computed properties:
E_LUMO (eV): 1.186
E_tot (eV): -6322.7899
Energy relative to the best compared isomer or geometry (same formula, charge and spin) (eV): 2.3779
SMILES: COC1CC1
Net charge: 0
HOMO level (eV): -9.61
Kohn-Sham gap (eV): 10.7927

```
13
Properties=species:S:1:pos:R:3:forces:R:3
C 1.84767 0.07146 -0.09944 1.0 -3.0 0.6
C -0.38299 -0.44882 0.48128 -0.1 0.6 1.7
C -0.91729 0.78736 -0.10858 -1.3 1.5 0.0
C -1.72614 -0.50322 -0.26432 3.6 -0.5 -1.4
H 1.73080 1.08604 -0.34548 -0.6 1.2 -1.2
H 2.17349 0.10995 0.92861 0.2 -0.2 0.7
H 2.63625 -0.50889 -0.65292 -0.6 1.2 0.3
H -0.24093 -0.62438 1.61795 -0.8 0.5 -1.8
H -1.30258 1.57434 0.61225 0.4 -0.8 -1.5
H -0.36520 1.04529 -1.07501 -1.0 0.2 1.8
H -2.52835 -0.71789 0.33182 -2.0 -0.2 1.3
H -1.65553 -1.07250 -1.22270 -0.2 0.8 0.9
O 0.73080 -0.79876 -0.20347 1.4 -1.4 -1.4
```
Forces are in eV/Å.

=====

Density functional theory data (ωB97M-V/def2-TZVPD) for a single C4H8O molecule.

Computed properties:
E_LUMO (eV): 0.995
E_tot (eV): -6323.9317
Energy relative to the best compared isomer or geometry (same formula, charge and spin) (eV): 1.2362
SMILES: C[C@H]1C[C@H]1O
Net charge: 0
HOMO level (eV): -9.69
Kohn-Sham gap (eV): 10.6848

```
13
Properties=species:S:1:pos:R:3:forces:R:3
C -1.34071 0.52529 0.37880 0.0 0.0 0.0
C -0.38703 -0.55739 -0.10946 -0.1 -0.1 0.0
C 0.52389 -0.09631 -1.21621 0.1 0.1 -0.2
C 1.09639 -0.39825 0.13314 -0.1 -0.2 -0.2
O 1.48470 0.58506 1.04815 0.1 0.1 0.1
H -0.85358 1.50592 0.35785 -0.1 -0.2 0.1
H -1.72660 0.36682 1.39204 0.1 -0.1 -0.1
H -2.20357 0.57373 -0.29924 0.2 0.0 0.2
H -0.80234 -1.56170 -0.13217 0.1 0.1 -0.2
H 0.40972 0.92813 -1.55522 0.0 -0.1 0.1
H 0.76826 -0.81629 -1.99143 0.1 0.2 0.0
H 1.80217 -1.23272 0.11485 -0.6 -0.2 0.2
H 1.25312 0.17813 1.89605 0.2 0.5 0.0
```
Forces are in eV/Å.

=====

Density functional theory data (ωB97M-V/def2-TZVPD) for a single C4H8O molecule in a non-equilibrium geometry.

Computed properties:
E_LUMO (eV): 1.227
E_tot (eV): -6321.9319
Energy relative to the best compared isomer or geometry (same formula, charge and spin) (eV): 3.2360
SMILES: CC[C@H]1CO1
Net charge: 0
HOMO level (eV): -9.13
Kohn-Sham gap (eV): 10.3591

```
13
Properties=species:S:1:pos:R:3:forces:R:3
C -0.38870 -0.00884 1.79245 -0.4 0.1 0.4
C 0.26187 0.50873 0.55042 -1.5 0.2 -0.1
C -0.38153 -0.33590 -0.70092 2.9 -0.3 1.3
C 0.20151 -0.02532 -2.00773 0.3 0.2 -0.6
O 0.99331 -0.67422 -1.06198 1.1 -1.8 -1.9
H 0.05371 0.41578 2.69514 -0.2 0.0 0.0
H -1.45145 0.20556 1.71901 -0.2 -0.1 0.5
H -0.24889 -1.09862 1.83194 -0.1 0.3 0.1
H 1.37438 0.41973 0.71778 -1.2 -0.4 -1.0
H 0.12014 1.55793 0.30705 -0.4 0.3 0.5
H -1.05305 -1.23675 -0.73785 0.5 1.1 1.0
H 0.12137 -0.73591 -2.82233 -1.0 0.4 -0.4
H 0.39734 1.00783 -2.28299 0.3 0.0 0.1
```
Forces are in eV/Å.